{
  "formula": "C23H36IrP2",
  "method": "ωB97M-V/def2-TZVPD",
  "elements": ["C", "H", "H", "H", "C", "Ir", "H", "H", "H", "H", "H", "C", "H", "H", "C", "C", "H", "C", "H", "C", "H", "H", "H", "C", "P", "H", "H", "H", "H", "C", "H", "H", "C", "C", "C", "P", "C", "C", "H", "H", "H", "C", "C", "H", "C", "C", "H", "H", "H", "H", "H", "C", "C", "C", "H", "H", "H", "C", "H", "H", "C", "H"],
  "xyz": [[2.39556, -2.19245, 0.67109], [-4.96309, -4.78026, 2.89809], [-0.78449, -1.72482, -0.43796], [-1.15319, 4.18656, 0.89680], [-4.49173, -3.97693, 2.32003], [-2.23044, 2.23040, -1.06424], [-2.16378, -1.49475, 2.66538], [0.17981, 4.45539, -2.57683], [0.51262, 0.13603, -1.28328], [1.76864, 2.38209, 0.46866], [0.09971, 2.79496, -3.29883], [1.07490, -2.83022, 0.20049], [4.50379, -1.03460, 0.42676], [-5.66526, -4.36463, 0.51265], [0.93825, -0.57610, -0.54144], [2.61996, -0.06173, 2.10180], [-2.96088, -3.56862, 3.82291], [-3.46235, -1.69513, 0.91311], [2.90027, 0.18871, 3.13762], [2.65255, -1.56469, 1.81329], [1.95989, 3.57081, -0.80017], [0.53689, 0.31476, 2.70529], [3.39293, 2.04778, -1.62931], [-2.96893, -0.52905, 0.24435], [2.65550, -0.12326, -1.00669], [0.17861, -2.31850, -1.79729], [1.10963, 1.54778, 1.67337], [3.57668, -0.98185, -3.12004], [-4.51715, 2.24547, -1.98712], [4.36951, -0.27409, -0.34473], [0.41848, -2.93690, 1.06694], [2.54216, -2.20334, -2.32745], [0.51423, -0.36556, 0.88529], [2.39613, 1.60939, -1.48580], [-2.61676, 0.58999, -0.27685], [-0.24258, 2.83073, -0.86043], [-3.42258, -3.24102, 2.86838], [-2.94971, -2.09340, 2.20300], [2.94524, -2.13656, 2.75998], [-4.53819, 3.02348, -0.30373], [-4.86310, -2.29831, -0.63643], [1.17942, 0.44736, 1.83659], [-4.08506, 3.02266, -1.31615], [0.36995, 4.92950, 0.22925], [-0.13632, 4.00527, 0.54175], [-4.46984, -2.54311, 0.35286], [3.20740, -2.50665, 0.00140], [1.24370, -3.81154, -0.26358], [0.41075, 3.54086, 1.37295], [3.33288, 0.52363, 1.49350], [1.81710, -0.82255, -3.16830], [1.57123, 2.55381, -0.60573], [2.66281, -1.12771, -2.53721], [-4.94130, -3.68996, 1.02132], [-1.43508, 3.61357, -2.80029], [-0.61713, -0.24501, 0.97072], [-3.98125, 4.02596, -1.79475], [0.25998, -1.92991, -0.76828], [4.70849, 0.64988, 0.13101], [1.90492, 1.54316, -2.46599], [-0.34960, 3.50283, -2.58990], [5.09923, -0.46961, -1.11780]],
  "forces_ev_per_a": [[-1.167, -3.641, -4.959], [0.391, 0.203, -0.343], [0.754, -0.589, -0.187], [0.149, 0.518, 0.103], [0.316, 0.054, -0.261], [-3.191, -2.079, 0.111], [-0.177, -0.167, -0.139], [-0.375, 0.222, -0.450], [-0.367, 0.081, 0.591], [-0.145, 0.169, -0.947], [-0.271, 0.198, 0.291], [-0.656, -0.449, 0.568], [-0.191, 0.084, -0.294], [0.500, 0.787, 0.553], [-1.325, 0.698, 0.381], [-0.277, 0.409, 0.142], [-0.503, 0.495, -0.708], [-0.032, -0.429, 0.521], [-0.062, -0.438, -0.369], [1.892, 2.196, 6.427], [-0.166, -0.309, 0.042], [0.431, 0.105, 0.699], [-0.208, -0.109, -0.167], [-0.060, 1.736, -0.399], [0.102, -1.564, -1.415], [0.418, 0.298, 0.320], [0.137, -0.752, 0.112], [-0.074, -0.023, 0.118], [-0.232, 0.806, 0.280], [0.299, 0.375, 0.879], [0.255, -0.490, 0.127], [0.159, 0.498, 0.146], [-3.262, 2.185, -2.274], [0.274, 0.315, -0.577], [-0.532, -2.653, 1.432], [4.907, 0.217, 1.014], [0.111, 0.738, -0.192], [0.032, -0.507, -0.140], [-0.372, 0.392, -1.362], [0.038, 0.250, -0.709], [0.128, -0.116, 0.305], [0.636, 0.604, 2.146], [-0.268, 0.012, -0.425], [-0.283, -0.136, 0.264], [-1.073, 0.669, -0.163], [-0.007, -0.362, -0.125], [0.069, -0.121, 0.332], [0.112, 0.208, 0.364], [-0.209, 0.111, -0.372], [-0.335, -0.321, 0.240], [0.142, -0.052, 0.208], [1.047, -0.394, -0.150], [0.290, 0.267, -0.432], [-0.028, 0.607, -0.423], [0.357, 0.386, -0.508], [1.568, -0.725, -0.206], [-0.440, -0.707, 0.291], [0.813, -0.010, -0.560], [-0.282, 0.140, -0.195], [0.347, 0.025, -0.022], [0.119, 0.247, 1.148], [-0.224, -0.160, -0.683]],
  "spin_multiplicity": 6,
  "e_above_lowest_ev": 3.129,
  "homo_ev": [-13.23, -14.35],
  "total_charge": 2,
  "largest_force_ev_per_a": 7.050,
  "total_energy_ev": -45824.1743
}

=====

{
  "formula": "C23H36N4O2",
  "method": "ωB97M-V/def2-TZVPD",
  "elements": ["C", "N", "C", "C", "H", "C", "C", "C", "H", "H", "H", "C", "H", "O", "H", "H", "H", "H", "H", "H", "C", "C", "N", "H", "H", "H", "C", "H", "C", "C", "H", "C", "H", "H", "H", "H", "C", "H", "H", "H", "C", "C", "N", "H", "H", "H", "C", "H", "C", "H", "H", "N", "O", "H", "H", "H", "C", "H", "C", "C", "C", "H", "H", "C", "H"],
  "xyz": [[1.01233, -0.32437, -0.80487], [0.69648, -1.20088, -1.91679], [0.44452, -0.15733, 3.32949], [3.52394, 0.47467, -3.35519], [-3.30468, 1.28667, 5.84467], [-2.25867, -1.60001, -1.68494], [-1.91352, -0.58927, 3.37013], [2.28486, -0.19556, -3.44671], [1.55372, -2.18993, -3.51442], [-0.43578, 3.06178, 7.38711], [4.48005, 0.00821, -1.50915], [1.53459, 0.58935, -4.29727], [-2.41968, -2.38214, -2.42863], [-3.55395, -0.13251, -0.20894], [1.48665, 1.41222, -7.24607], [0.52729, 0.47571, -4.64258], [-3.84635, -0.53799, 2.46099], [1.21454, 1.19314, 4.78068], [-0.91996, 0.59685, -0.71970], [1.42295, -0.32535, 2.90101], [-2.04369, 0.28477, 4.44849], [0.10401, -2.42329, -1.41537], [3.50953, 1.56948, -4.09794], [3.17448, 1.93057, -7.19558], [-1.87849, -0.71884, -2.19967], [2.69808, -1.86983, -2.18928], [4.72544, 0.08631, -2.56795], [-2.91965, -1.98167, 2.07364], [2.14860, 2.24601, -7.02366], [-3.14678, -1.27149, 2.85927], [0.94585, 3.01032, -5.39436], [-3.59916, -1.27328, -1.02202], [-3.93528, -2.14614, -0.43772], [-3.79256, -0.37472, 5.49481], [0.79078, -2.95718, -0.72936], [-1.58907, -3.03136, -0.23656], [-1.20929, -2.10259, -0.68243], [0.44121, 3.11949, 5.83880], [-3.64754, -1.79887, 3.67059], [1.46006, 0.59145, -1.19627], [-0.03168, 2.45985, 6.57406], [-0.65542, -0.81305, 2.80046], [2.30331, 1.63531, -4.65618], [5.10715, -0.87788, -2.90286], [-4.09053, 0.89290, 4.30878], [-4.35203, -1.07030, -1.78936], [1.97733, 2.69271, -5.57329], [2.65279, 3.52247, -5.35495], [0.32945, 0.70797, 4.40152], [-2.78708, -0.24747, 0.37820], [-0.95192, -2.68719, 1.79945], [-1.01666, -1.14483, 0.40422], [-1.12943, 1.77589, 6.02747], [-0.04447, 0.64306, 0.81675], [1.74500, -0.79591, -0.12110], [1.91591, 3.06680, -7.69642], [-3.38804, 0.53993, 5.06217], [0.62230, -1.94100, 1.52142], [1.85284, -1.44978, -2.76418], [-0.27349, 0.02307, -0.05220], [-0.91604, 0.93685, 4.96718], [5.49766, 0.83861, -2.69978], [-0.10679, -3.08537, -2.25887], [-0.45332, -1.73024, 1.62028], [0.71650, 1.76848, 6.97636]],
  "forces_ev_per_a": [[-0.214, 0.164, 0.158], [0.035, -0.094, 0.022], [-0.140, -0.112, -0.010], [-0.377, -0.087, -0.175], [-0.124, -0.003, 0.020], [-0.195, 0.030, 0.455], [0.170, 0.102, 0.093], [0.092, 0.080, -0.191], [0.081, -0.044, 0.132], [0.082, -0.024, -0.049], [0.069, -0.031, 0.082], [0.192, -0.137, 0.195], [0.031, -0.035, -0.089], [-0.025, 0.519, 0.227], [-0.052, -0.061, -0.057], [-0.262, 0.007, -0.092], [-0.122, -0.032, -0.074], [0.056, 0.070, 0.064], [0.049, 0.064, 0.038], [0.088, -0.040, -0.072], [0.039, 0.154, 0.133], [-0.147, -0.108, 0.208], [0.684, 0.423, 0.026], [0.082, -0.029, -0.034], [-0.041, 0.008, -0.111], [-0.053, -0.038, -0.045], [-0.057, 0.023, -0.058], [-0.051, -0.073, -0.106], [-0.016, 0.090, 0.232], [0.039, 0.007, 0.090], [0.135, 0.009, 0.059], [0.094, -0.315, -0.284], [-0.029, -0.002, -0.092], [-0.103, -0.042, 0.038], [0.009, 0.012, -0.077], [0.033, 0.093, -0.002], [-0.043, -0.261, -0.525], [-0.008, -0.045, 0.026], [-0.088, -0.052, 0.020], [0.008, -0.014, 0.075], [0.201, 0.128, 0.108], [0.287, -0.083, 0.024], [-0.262, -0.405, 0.376], [0.084, -0.035, 0.056], [-0.116, 0.010, -0.015], [0.036, -0.118, 0.059], [-0.002, 0.239, -0.532], [-0.152, -0.086, 0.071], [0.063, 0.234, 0.246], [0.001, -0.105, -0.077], [0.048, 0.023, -0.082], [-0.104, -0.059, 0.159], [-0.207, -0.267, -0.265], [-0.046, 0.033, -0.084], [0.027, 0.005, -0.062], [-0.028, 0.070, -0.114], [0.086, 0.053, 0.047], [-0.093, -0.048, 0.039], [-0.120, 0.076, -0.102], [0.287, 0.205, -0.133], [0.002, -0.096, -0.115], [0.083, 0.015, 0.033], [0.016, -0.033, 0.035], [0.014, 0.040, 0.116], [-0.024, 0.033, -0.037]],
  "spin_multiplicity": 1,
  "e_above_lowest_ev": 3.065,
  "homo_ev": -8.27,
  "largest_force_ev_per_a": 0.804,
  "total_energy_ev": -34490.3283
}